Entry 1:
Molecular formula: C12H14Cl3N2
Method: DFT, the ωB97M-V functional and the def2-TZVPD basis

The geometry in XYZ format:
```
31
Properties=species:S:1:pos:R:3:forces:R:3
Cl -0.53350 0.62336 -2.62682 -0.02 0.03 0.05
Cl 3.97921 0.57752 -2.16694 0.03 -0.04 0.98
C 3.16110 0.27768 -3.67766 0.65 0.63 -1.33
C 4.10832 0.68263 -4.85957 -0.83 -0.86 -0.07
Cl 5.75222 -0.08223 -4.66335 -0.96 0.47 -0.40
H 2.23307 0.84918 -3.66199 0.18 0.19 -0.27
H 2.87225 -0.76703 -3.79277 0.35 -0.04 0.25
H 4.20834 1.73550 -5.12332 0.25 0.08 0.93
H 3.62278 0.28750 -5.75188 0.35 -0.45 -0.11
N 0.28760 1.22805 0.95317 2.00 -2.24 1.65
C -0.04373 0.81410 2.22366 0.48 -0.43 -0.76
C 0.50642 -0.31447 2.92468 -0.03 1.58 -2.35
C 1.50059 -1.02928 2.22246 -1.73 0.31 2.60
C 1.90830 -0.61137 0.99654 0.40 -0.49 -0.41
C 1.33002 0.49661 0.41481 -2.12 0.81 -0.24
H -0.85943 1.39874 2.62270 -0.05 -0.09 0.37
H 0.10192 -0.60523 3.88292 0.14 -0.01 0.02
H 1.85904 -1.92103 2.71511 0.38 -0.16 -0.28
H 2.60631 -1.28518 0.52203 0.25 0.52 -0.61
H 1.51862 0.72798 -0.62312 0.47 0.22 0.01
N -2.91588 1.02984 0.91762 -1.77 -0.99 0.71
C -2.56772 -0.24978 0.55693 -0.19 2.28 0.85
C -3.08181 -1.36488 1.16543 -1.75 -0.97 1.04
C -4.14278 -1.25109 2.07380 0.60 2.06 -0.12
C -4.61275 0.06576 2.36083 0.31 -1.30 -0.01
C -3.97890 1.16852 1.81722 1.98 -1.65 -1.64
H -1.77866 -0.34253 -0.17464 0.08 0.17 -0.06
H -2.79910 -2.39297 0.99364 0.62 0.14 -0.52
H -4.47919 -2.13999 2.58672 -0.40 0.10 -0.02
H -5.43681 0.25484 3.03281 -0.08 -0.23 0.14
H -4.32593 2.13937 2.13884 0.40 0.34 -0.39
```
Positions in Å, forces in eV/Å.

The spin multiplicity is 2. The total charge is 0. As for the orbital gap (alpha / beta): 10.15 / 5.31 eV.



Entry 2:
Molecular formula: C44H102BO19
Method: DFT, the ωB97M-V functional and the def2-TZVPD basis

The geometry in XYZ format:
```
166
Properties=species:S:1:pos:R:3:forces:R:3
O 3.69838 -0.04457 -1.29696 -3.07 -0.77 0.83
C 2.55714 -0.34733 -0.91334 2.92 0.43 -0.49
O 1.42613 -0.18449 -1.54938 0.39 -0.08 -0.41
B 0.28702 -0.59252 -0.72083 -0.05 0.51 0.49
O 0.86859 -1.10250 0.55025 1.74 0.45 -0.77
C 2.23490 -0.97773 0.45987 0.58 -0.59 3.30
O 3.03245 -1.24178 1.38066 -2.48 0.70 -3.19
O -0.55819 -1.62569 -1.36011 0.50 0.21 0.21
C -1.77205 -1.17532 -1.52610 -2.38 -0.57 -0.90
O -2.73783 -1.79961 -1.96902 2.09 1.45 1.00
C -1.78418 0.31530 -1.04224 -1.74 2.19 0.97
O -0.58032 0.64692 -0.55677 -0.43 -2.01 -0.57
O -2.74701 1.08544 -1.00623 1.85 -1.95 -0.48
C 1.40166 -3.65400 -4.82288 -0.61 -0.63 -0.05
C 2.24020 -2.99186 -3.76773 0.73 -0.84 -0.34
O 3.38881 -3.84275 -3.66559 -0.56 0.59 -0.50
C 4.39933 -3.41026 -2.77634 0.07 -1.39 -1.38
C 5.56770 -4.33062 -3.17473 0.30 0.26 0.78
H 1.42179 -4.70619 -4.53900 -0.29 -0.16 -0.13
H 0.36148 -3.32851 -4.80969 0.02 0.14 0.01
H 1.77263 -3.61864 -5.84720 0.25 0.37 0.13
H 2.55158 -1.98596 -4.04936 -0.08 0.25 0.31
H 1.70432 -3.04460 -2.82002 -0.11 0.53 0.18
H 4.61675 -2.35581 -2.94642 0.11 0.14 0.34
H 4.02805 -3.62927 -1.77518 0.40 0.37 0.44
H 6.36892 -4.23338 -2.44213 0.18 -0.09 0.00
H 5.98652 -4.15101 -4.16489 -0.21 0.50 0.01
H 5.25282 -5.37365 -3.20683 -0.22 0.05 0.30
C 4.17539 3.56622 -2.34453 -0.21 -0.15 0.47
C 5.30116 2.57480 -2.18896 0.40 0.22 -0.44
O 6.54124 3.25033 -2.35180 0.01 0.07 -0.22
C 7.67786 2.43198 -2.18714 0.69 0.43 0.08
C 8.91349 3.29845 -2.50955 -0.20 -0.56 0.06
H 4.05732 3.92676 -3.36637 0.13 -0.04 0.02
H 3.26675 3.04102 -2.05019 -0.22 0.09 -0.10
H 4.29832 4.41559 -1.67255 0.07 0.06 -0.03
H 5.28202 2.05904 -1.22889 -0.12 0.00 0.18
H 5.18594 1.82390 -2.97060 0.12 -0.35 -0.03
H 7.69986 2.04890 -1.16691 0.12 -0.02 0.26
H 7.67536 1.55144 -2.82958 -0.31 -0.09 -0.36
H 9.22945 3.89640 -1.65474 -0.38 0.42 -0.20
H 8.66206 3.87044 -3.40270 0.06 0.41 0.27
H 9.80885 2.73631 -2.77493 -0.17 -0.49 0.03
C -7.05688 3.16528 2.69069 -0.29 -0.40 0.50
C -5.97358 2.76176 1.71955 -0.60 0.84 0.07
O -5.22950 3.89060 1.33639 0.16 0.19 0.60
C -4.19403 3.58303 0.43760 -0.27 1.89 -0.90
C -3.38171 4.87594 0.18092 0.61 -0.78 1.10
H -6.67856 3.49844 3.65711 0.21 0.03 -0.03
H -7.76961 3.91672 2.35091 0.24 0.04 -0.39
H -7.62134 2.24875 2.86233 -0.22 -0.03 0.22
H -5.32703 2.03720 2.21461 0.12 -0.38 -0.20
H -6.48007 2.34296 0.84997 0.27 -0.43 -0.22
H -3.60227 2.72048 0.74410 0.19 0.07 0.10
H -4.64400 3.38947 -0.53614 -0.09 -0.70 -0.20
H -3.95945 5.75897 -0.09216 -0.31 -0.48 -0.66
H -2.58879 4.59193 -0.51099 -0.11 0.44 -0.39
H -2.86642 5.24142 1.06918 0.13 -0.37 0.38
C 1.42232 -1.11626 4.35006 0.43 0.63 -0.70
C 2.66917 -1.94007 4.49812 0.12 -0.34 0.61
O 2.88623 -2.08819 5.90088 0.76 -1.25 0.50
C 3.76970 -3.18905 6.24215 -0.56 1.08 -0.52
C 4.15005 -3.08296 7.67454 0.09 -0.28 1.38
H 1.45919 -0.62651 3.37699 -0.28 -0.17 -0.18
H 0.52027 -1.72359 4.42462 0.01 0.23 0.22
H 1.46811 -0.29819 5.06893 -0.33 -0.17 0.26
H 2.54212 -2.91527 4.02806 0.00 -0.21 -0.08
H 3.55763 -1.48713 4.05813 -0.02 0.22 -0.18
H 3.26810 -4.14643 6.10097 -0.18 -0.10 -0.35
H 4.66336 -3.16667 5.61848 0.07 0.06 -0.29
H 3.29032 -3.26736 8.31870 -0.23 0.34 -0.02
H 4.62128 -2.14863 7.97960 -0.15 0.14 -0.31
H 4.83560 -3.87481 7.97637 0.24 -0.15 -0.32
C 6.95073 -1.07702 -0.82543 -0.39 0.29 0.54
C 6.49947 -1.63675 0.52361 -0.07 1.11 -0.56
O 7.67147 -1.73203 1.31003 -1.13 -0.57 -0.04
C 7.47622 -2.47962 2.48585 1.55 -0.10 0.54
C 8.89961 -2.90405 2.77469 0.63 -0.62 0.13
H 7.49795 -1.82371 -1.40085 -0.18 -0.04 -0.09
H 6.09277 -0.66684 -1.35814 0.02 -0.27 -0.23
H 7.62902 -0.24253 -0.64750 0.06 -0.01 0.08
H 5.78098 -1.00176 1.04192 -0.06 0.50 -0.17
H 5.92050 -2.55150 0.39659 0.49 -0.67 0.05
H 7.13012 -1.91988 3.35475 -0.46 0.56 -0.18
H 6.80152 -3.32657 2.36103 -0.04 -0.11 -0.29
H 9.07380 -3.45560 3.69857 -0.29 -0.11 0.06
H 9.56266 -2.03935 2.80248 -0.22 0.21 0.05
H 9.25343 -3.49696 1.93128 0.03 -0.21 0.08
C -7.55167 -1.18000 3.30575 -0.38 1.01 -0.77
C -6.27118 -0.85644 2.50795 -1.05 -1.04 1.06
O -6.62243 -0.45977 1.20080 0.93 -0.14 -0.08
C -5.49503 -0.62649 0.30340 -0.61 0.04 0.32
C -5.91880 -0.34003 -1.10489 0.10 0.63 -0.05
H -8.26908 -1.72301 2.69046 0.19 -0.31 -0.05
H -7.42217 -1.69122 4.25968 0.35 0.05 -0.13
H -8.03223 -0.21769 3.48220 -0.22 0.03 0.34
H -5.73454 -0.10357 3.08530 0.41 0.25 -0.32
H -5.69369 -1.78088 2.51228 0.48 0.00 -0.36
H -4.68831 0.06057 0.55883 0.20 -0.20 0.41
H -5.17272 -1.66751 0.32577 0.25 -0.09 0.52
H -5.39259 -1.04229 -1.75144 -0.42 0.06 -0.24
H -5.58568 0.66138 -1.37749 -0.19 0.04 -0.20
H -7.00768 -0.38111 -1.13224 0.03 -0.28 -0.45
C -5.07876 -7.85043 -1.45375 -1.10 -1.51 -1.03
C -5.19418 -6.40010 -1.25078 0.65 1.71 -0.26
O -5.32381 -5.64635 -2.47331 -0.10 -1.86 0.10
C -5.49573 -4.27428 -2.26038 0.36 0.09 -0.21
C -5.42343 -3.50406 -3.58564 -0.42 0.15 0.28
H -4.88525 -8.36400 -0.51199 0.32 0.07 -0.07
H -6.05108 -8.21579 -1.78423 -0.25 -0.17 0.03
H -4.42928 -8.18900 -2.26100 0.54 0.32 0.31
H -6.03850 -6.22833 -0.58318 -0.23 0.35 0.05
H -4.29283 -6.05504 -0.74420 0.13 0.36 0.20
H -6.46117 -4.13731 -1.77330 -0.16 0.40 0.16
H -4.69954 -3.96643 -1.58259 0.07 0.48 0.12
H -5.06190 -2.49384 -3.39371 0.15 -0.07 -0.01
H -6.41261 -3.38935 -4.02888 -0.10 -0.15 -0.01
H -4.79125 -3.96673 -4.34353 0.18 -0.15 0.32
C -2.17397 -0.65650 2.73596 0.71 1.02 -0.43
C -1.92994 0.85638 3.02699 -0.69 -0.46 0.08
O -2.91960 1.37315 3.89893 -0.06 0.35 -0.09
C -3.00003 2.81063 3.91259 -0.68 -0.97 0.75
C -3.71791 3.14379 5.21657 -0.21 0.26 0.14
H -2.33122 -1.31002 3.59403 0.06 0.43 0.27
H -2.98570 -0.83335 2.03033 -0.17 0.27 0.08
H -1.26012 -0.98039 2.23790 0.08 -0.29 -0.04
H -0.94783 1.05637 3.45543 0.30 -0.37 0.25
H -1.94343 1.46183 2.12071 -0.09 -0.30 -0.59
H -2.02890 3.28801 3.78171 0.25 -0.12 0.22
H -3.66670 3.16054 3.12442 0.27 0.01 -0.43
H -4.78651 3.02207 5.03945 -0.10 0.23 0.06
H -3.51489 4.16029 5.55363 -0.14 0.10 -0.13
H -3.51220 2.48027 6.05653 0.52 -0.14 -0.24
C 1.35398 2.49455 1.55949 0.04 -0.03 0.96
C 0.51451 3.60424 0.96599 0.06 -0.63 0.06
O 0.97189 4.91524 1.29386 0.25 -0.70 -0.60
C 1.93829 5.40224 0.32615 -1.46 -0.61 0.79
C 2.52873 6.61532 0.94797 0.15 -0.05 -0.08
H 2.40494 2.48538 1.27052 0.00 0.08 -0.11
H 1.27889 2.60485 2.64129 0.41 0.01 0.20
H 0.91048 1.51642 1.37333 -0.02 0.03 -0.37
H 0.45218 3.39725 -0.10236 -0.15 0.59 -0.37
H -0.47914 3.44803 1.38596 -0.22 0.48 -0.11
H 2.69360 4.63820 0.14216 -0.04 -0.08 -0.27
H 1.32894 5.64053 -0.54564 0.45 -0.11 -0.56
H 1.74053 7.36387 1.02866 0.29 0.19 0.20
H 3.36340 6.96239 0.33891 0.01 0.26 0.16
H 2.86513 6.27926 1.92878 0.18 0.49 0.09
C 0.13103 2.59197 -3.43704 -0.76 0.61 0.10
C -1.24950 3.29340 -3.65307 0.92 -0.26 -0.51
O -1.08676 4.57402 -4.30503 -0.09 -0.52 0.32
H 0.10000 1.56725 -3.06677 -0.40 -0.04 -0.19
H 0.67861 3.12309 -2.65849 0.18 0.24 -0.04
H 0.70502 2.61910 -4.36327 -0.01 0.00 0.02
H -1.80557 3.38663 -2.72023 0.05 0.06 0.13
H -1.87229 2.73106 -4.34879 0.07 -0.09 0.07
H -0.53426 5.13015 -3.75089 0.07 0.02 0.12
C -3.56394 0.21125 -4.69602 -0.47 -0.84 0.76
C -3.98372 0.38033 -6.13300 -0.08 -0.33 0.86
O -5.08512 1.26775 -6.18466 0.05 0.78 -0.74
H -3.64988 1.12132 -4.10231 0.38 0.16 -0.25
H -2.60677 -0.29139 -4.55720 0.17 0.24 -0.09
H -4.28690 -0.47245 -4.25106 -0.06 -0.08 0.33
H -4.33785 -0.58709 -6.48907 0.47 -0.18 -0.44
H -3.12250 0.72865 -6.70315 -0.53 0.36 -0.46
H -5.83306 0.86435 -5.73806 0.08 -0.11 0.09
```
Positions in Å, forces in eV/Å.

The spin multiplicity is 1. The total charge is -1. As for the orbital gap: 9.71 eV.



The following F_max values (in hartree/bohr) correspond, in order, to the records above: 0.067 0.080.
The following energy above the lowest of the compared OMol25 structures with the same formula, charge and spin values (in kcal/mol) correspond, in order, to the records above: 8.3 77.6.
The following E_tot values (in eV) correspond, in order, to the records above: -53215.5533 -86864.2375.